DFT (ωB97M-V/def2-TZVPD) results for an isolated ion of composition C10H21BNO and charge +1 at a distorted geometry.

Structure (XYZ):
```
34
Properties=species:S:1:pos:R:3:forces:R:3:mulliken_charge:R:1
H -2.679948 -0.413440 -1.475865 0.496 0.655 -0.312 0.328
H 2.046676 -1.858083 3.204624 0.312 0.670 -0.670 0.280
H 2.635261 -0.994596 1.677799 0.002 -0.244 0.730 0.324
H -0.607520 -1.734698 -0.120404 -0.269 0.865 0.253 0.348
B 1.353696 0.303896 2.942657 0.703 1.198 0.583 0.400
H -1.626731 -1.529946 2.579825 0.541 -0.201 -0.761 0.372
C -0.599364 -1.331095 2.178029 -0.789 1.270 -0.640 -0.877
H 1.220338 1.657886 -2.955216 0.426 -0.768 0.054 0.226
H -2.120547 1.130216 2.014845 0.747 -0.571 -0.095 0.400
C -0.723266 -0.961103 0.661827 -0.014 -1.064 0.736 0.080
H 0.012909 -2.214076 2.441834 -0.132 0.710 -0.535 0.388
H -0.825217 0.105878 3.743349 0.994 0.465 -0.471 0.304
H 2.766706 1.489540 3.394474 0.030 0.541 0.037 0.318
C -1.892625 0.225007 -1.959914 0.453 -0.820 0.822 -0.736
C -0.956648 -0.738004 -2.767145 -0.469 0.574 -1.285 -0.415
C -1.040165 0.970614 1.762688 -0.061 1.896 1.547 -0.978
H -0.372728 -1.454873 -2.146687 -0.459 0.576 -0.202 0.117
H -0.629033 2.004499 1.826671 -0.075 -0.663 -1.019 0.433
C 1.342114 0.547015 -3.009608 -1.385 0.791 -0.209 -0.786
C 2.422337 -0.897090 2.768946 -0.389 0.361 0.712 -0.981
H -2.442601 0.948925 -2.606557 0.671 -0.580 0.298 0.437
C -1.192480 1.036285 -0.814407 -0.979 0.731 -0.701 -0.517
H 2.276018 0.322752 -3.563121 -0.614 0.059 0.524 0.337
H -0.431814 0.728250 -4.409971 0.202 -0.465 0.743 0.360
H 3.370265 -0.679060 3.326742 -0.657 -0.097 -0.706 0.323
H -0.223553 1.504648 -1.094646 -0.589 -0.482 0.127 0.319
H 0.432450 -0.823905 -4.426016 -0.524 0.624 0.484 0.336
O 1.816319 1.598947 3.259214 -0.654 -2.223 -0.554 -0.596
C -0.241178 0.099272 2.787345 -1.282 -1.639 -0.693 -0.091
H -1.879978 1.882460 -0.554014 0.642 -0.728 0.035 0.341
H -1.628939 -1.364862 -3.410580 0.500 0.447 0.627 0.334
C 0.045232 -0.024865 -3.739333 1.192 -0.956 0.005 -0.559
N -0.986986 0.284910 0.440716 1.039 -0.971 1.297 0.340
H 1.361001 0.178694 -1.958102 0.388 0.041 -0.760 0.091
```
Positions in Å, forces in eV/Å.

For the LUMO energy, the calculation gives -4.0 eV. Its calculated total energy is -14918.900 eV. The HOMO energy comes out at -0.522 hartree. The calculation puts the frontier orbital gap at 10.21 eV. The net charge is +1.

---

DFT (ωB97M-V/def2-TZVPD) results for C23H21AsIN7S4Zr as an isolated structure at a distorted geometry.

Structure (XYZ):
```
58
Properties=species:S:1:pos:R:3:forces:R:3:mulliken_charge:R:1
H -1.332118 1.840669 -4.632277 -0.002 -0.008 0.017 0.496
H 1.671699 2.342342 -6.728960 0.006 0.022 -0.002 0.403
H 1.943788 -4.052991 1.628309 -0.035 -0.018 -0.104 0.528
H 0.826400 2.492557 2.249137 -0.446 -0.338 -0.097 0.046
C -0.444810 1.304327 -4.315244 -0.140 0.071 0.085 -0.151
S 4.032660 2.123153 -1.355166 -0.294 -0.366 -0.180 -0.458
H 1.773900 -7.167138 -1.454974 0.013 -0.027 -0.026 0.376
C 0.899400 -4.667274 -0.884617 -0.009 0.070 0.112 -0.577
C -2.150236 1.991038 3.460812 -0.289 -0.027 0.235 -1.054
C 1.135725 -3.346823 1.706856 -0.050 0.147 0.143 -0.210
H 1.833677 -6.938754 -3.209394 0.028 -0.038 0.025 0.378
C 0.544261 -2.789503 2.821413 -0.051 -0.031 0.016 -1.068
As 2.468209 1.908782 -0.000795 1.307 1.322 0.493 0.539
N -0.843859 1.177906 1.838729 -0.498 -0.220 0.349 0.361
N 0.548942 -2.825916 0.619544 0.127 -0.248 0.160 0.657
C -3.928259 0.005200 -2.205796 -0.033 0.065 -0.016 -1.359
H -3.555440 -0.215135 -0.018871 0.043 0.038 0.006 0.375
H 0.830935 -5.313400 -0.016717 -0.011 0.014 -0.003 0.569
H 0.984067 -2.367630 -3.941100 0.002 0.018 -0.005 0.365
C 1.836283 0.040497 -3.403874 -0.001 -0.035 0.095 0.068
H -3.094137 0.263859 -4.257558 0.111 0.031 -0.011 0.483
H 2.868543 1.128353 -4.916753 -0.005 0.003 -0.004 0.410
Zr 0.076040 0.108189 0.005857 0.859 0.903 -0.331 1.067
N -0.182527 2.127427 2.508956 0.624 0.484 0.108 0.035
C 0.741884 -3.295370 -0.713050 -0.004 0.023 -0.397 0.700
C -0.520782 0.424834 -3.246948 0.416 -0.113 -0.122 -0.380
H -0.553624 3.430554 4.114114 0.024 -0.013 -0.011 0.465
I -3.786824 2.271043 4.704044 0.269 -0.012 -0.182 0.103
H 0.288037 -7.188183 -2.404666 0.020 -0.025 0.005 0.295
S 2.629687 3.221089 1.682941 -0.420 -0.282 0.005 -0.616
C -2.982527 0.192236 -3.190100 -0.158 -0.127 0.133 -0.108
C 0.845203 2.566870 -6.056486 0.000 -0.017 0.081 -1.581
C -3.195770 -0.057471 -1.022245 0.060 -0.059 -0.032 -0.177
H -2.796056 0.384777 2.071099 0.069 -0.027 -0.028 0.467
C 1.905645 0.915605 -4.469955 -0.033 -0.006 0.029 -0.820
S 0.443319 2.366419 -0.909089 0.165 -0.497 0.451 -0.428
N -1.892854 0.076141 -1.261701 -0.506 0.200 -0.082 0.114
N -1.774853 0.227656 -2.599039 -0.150 -0.081 -0.149 0.111
H 1.332084 -4.761249 -4.211151 -0.014 0.011 -0.008 0.372
H -4.994498 -0.069156 -2.323685 0.019 -0.025 -0.026 0.419
C -0.400227 -1.908013 2.313777 0.020 -0.415 0.044 -0.109
C 0.766136 1.560814 -4.941576 0.006 -0.026 -0.053 0.380
H 1.007008 3.564439 -5.642640 0.013 0.010 -0.058 0.285
H -0.077386 2.586416 -6.636338 0.006 0.023 -0.009 0.387
H 0.774857 -2.988981 3.852506 0.017 0.029 -0.011 0.460
C -2.048689 1.080958 2.418448 0.005 0.133 -0.020 -0.347
S 2.344485 -0.171739 0.890993 -0.396 0.371 -0.126 -0.387
H -1.092475 -1.295126 2.863281 0.071 0.161 -0.075 0.573
C -0.925651 2.641136 3.483064 -0.096 0.009 0.001 -0.063
N 0.533705 -1.065311 -1.638619 0.098 -0.570 -0.417 0.585
H 2.730971 -0.429046 -3.016170 0.009 0.026 0.014 0.632
C 0.625724 -0.219201 -2.769854 -0.403 -0.173 -0.383 -0.179
N -0.402649 -1.923484 0.969774 -0.281 -0.232 0.350 -0.811
C 1.267197 -6.713493 -2.306672 -0.063 0.086 0.022 -1.583
C 1.158793 -4.359880 -3.219560 -0.003 -0.038 0.117 -1.254
C 1.123220 -5.225285 -2.128737 0.037 -0.094 -0.122 0.397
C 0.966491 -3.003885 -3.068338 -0.010 0.120 0.083 -0.881
C 0.758526 -2.413468 -1.807726 -0.048 -0.200 -0.091 0.700
```
Positions in Å, forces in eV/Å.

For the LUMO energy, the calculation gives -0.2 eV. Its calculated total energy is -148187.155 eV. The HOMO energy comes out at -0.264 hartree. The calculation puts the energy relative to the best compared isomer or geometry (same formula, charge and spin) at 15.49 kcal per mole. The calculation puts the frontier orbital gap at 7.01 eV. The net charge is 0.

---

DFT (ωB97M-V/def2-TZVPD) results for an isolated ion of composition C6H11N2O and charge +1 at a distorted geometry.

Structure (XYZ):
```
20
Properties=species:S:1:pos:R:3:forces:R:3:mulliken_charge:R:1
N -0.566209 0.359849 -0.337193 0.675 -0.785 -0.446 0.050
H -1.092496 -2.972273 -0.385183 0.459 2.025 -0.353 0.327
N -0.588145 -2.061126 -0.589220 4.093 -3.984 -2.221 -0.092
C -1.131748 -0.879950 -0.277998 -1.203 1.707 1.405 -0.239
H 2.129398 -0.209239 1.270142 -0.559 0.362 0.420 0.311
H 0.608148 -3.340083 -1.616613 0.843 1.343 0.205 0.373
H 2.510929 -1.562209 -1.846981 1.831 -1.017 -1.336 0.512
C 1.592916 -1.398108 -1.427212 0.892 6.086 1.614 -0.507
H 0.458328 0.274897 1.956727 1.227 -0.031 -0.802 0.316
H -2.560871 1.137030 -0.387956 1.144 0.237 0.577 0.339
H -1.152878 2.247041 0.318817 -0.969 -0.940 0.168 0.316
C 0.599957 -2.272532 -1.268594 -5.026 -3.093 1.741 0.058
C 1.330852 0.559287 1.279810 -0.296 -0.100 2.093 -1.046
H 1.744673 1.498518 1.769147 -0.384 -1.066 -1.036 0.317
O 1.687957 -0.025118 -1.026148 -0.590 -2.634 -1.107 -0.345
H -1.335455 2.009016 -1.343570 -0.256 -0.776 0.478 0.356
H 0.992600 1.781434 -0.361157 -0.423 -0.234 -0.859 0.407
C -1.483011 1.434633 -0.378687 -0.451 3.022 -1.423 -0.993
H -2.098777 -1.019113 0.108278 -1.107 0.554 0.396 0.448
C 0.824584 0.728637 -0.135727 0.103 -0.676 0.486 0.094
```
Positions in Å, forces in eV/Å.

For the LUMO energy (alpha / beta), the calculation gives -3.0 / -7.2 eV. Its calculated total energy is -11416.462 eV. The HOMO energy (alpha / beta) comes out at -0.374 / -0.511 hartree. The calculation puts the energy relative to the best compared isomer or geometry (same formula, charge and spin) at 30.96 kcal per mole. The calculation puts the frontier orbital gap (alpha / beta) at 7.14 / 6.69 eV. The net charge is +1. The spin multiplicity is 3.

---

DFT (ωB97M-V/def2-TZVPD) results for a 12-piece molecular cluster, C19H64N20O12 overall at a distorted geometry.

Structure (XYZ):
```
115
Properties=species:S:1:pos:R:3:forces:R:3:mulliken_charge:R:1
H 2.142800 -4.193516 -0.113252 0.127 0.000 -0.050 0.387
H -3.791617 -3.126796 0.897814 0.619 -0.015 -0.562 0.336
O -5.822576 -1.731361 0.441106 1.264 0.000 -0.509 -0.728
H -0.863762 2.809373 6.338472 0.041 -0.230 -0.007 0.397
H 0.772038 2.302648 2.376749 -0.203 0.081 -0.164 -0.030
N 0.913502 2.593095 -2.338776 -0.446 0.583 0.654 -0.228
H 1.030659 2.037469 4.864441 0.083 -0.222 -0.168 0.186
H -2.734872 -2.176615 -0.161742 0.256 0.034 0.193 -0.113
H -3.259094 0.370772 1.906727 0.034 -0.399 -0.427 0.024
H -3.797844 -1.072230 -2.341751 0.499 0.064 0.053 0.142
O 0.242405 4.402316 5.640715 -0.347 -0.127 -0.058 -0.359
N -0.701446 1.106158 4.112200 -1.232 -0.724 0.227 -0.202
H -2.292970 -1.782530 -2.863194 0.079 -0.159 -0.011 0.058
H -6.206977 2.305448 -2.516121 0.125 0.313 0.215 0.236
H -0.697732 -4.572056 1.467188 -0.094 0.077 -0.156 0.223
O -3.092656 2.469036 3.093353 0.137 0.310 -0.305 -0.852
H 3.885929 1.287197 -0.026225 -0.414 0.083 0.266 0.203
H 4.199110 -2.357868 -0.147008 -0.014 0.032 0.165 0.312
H 2.712649 0.257336 -3.738186 0.331 -0.147 -0.100 0.090
N 3.510284 -2.285960 3.357486 -0.375 -0.650 -1.151 -0.448
C -3.492165 -0.933702 -4.345526 1.275 0.706 0.591 0.606
H 3.744107 -3.130476 2.862171 0.421 0.103 0.170 0.249
H 3.065342 -1.283334 -4.465380 -0.008 -0.294 -0.040 0.224
H 0.497277 1.674053 -2.433992 0.592 -0.044 -0.374 -0.037
H 6.152054 -4.239730 -4.077700 0.041 0.074 0.080 0.246
N 1.747172 -0.859670 3.797939 -0.064 -0.069 -0.367 -0.187
H -0.023065 -2.689429 -3.500270 0.036 -0.281 -0.134 0.216
H 0.093713 6.272143 6.465310 0.326 -0.256 0.041 0.278
H -3.279203 1.072243 0.263984 0.253 1.040 1.456 -0.535
C -0.593635 3.273673 5.382934 -0.368 0.310 -0.386 -0.730
N -1.790247 -2.203881 3.305042 -0.230 -0.500 -0.576 -0.229
H -1.585986 1.396069 3.661320 0.503 0.258 -0.413 -0.130
H -3.313536 4.355704 1.274387 0.069 -0.096 0.239 0.221
C 2.295504 -1.797291 2.991681 -0.511 0.426 0.754 0.396
H 1.305103 -2.702394 -4.675208 -0.253 -0.494 -0.065 0.211
H 5.914237 0.537664 -2.620449 0.072 0.243 -0.069 0.250
O -2.962051 -3.929486 2.362364 1.040 0.419 0.383 -0.819
N -3.647386 -2.450310 0.142710 -1.203 -0.919 0.588 -0.205
H 2.861876 -4.792993 -2.743175 -0.447 0.080 0.219 0.521
N -3.025279 2.130176 -2.357209 1.206 0.770 1.355 -0.070
N -2.638387 -1.375776 -5.334399 -1.473 0.815 -0.374 -0.461
C 4.255524 1.491204 -2.001177 -1.559 -1.260 -0.535 0.506
O -4.410935 -0.150885 -4.612032 0.361 -0.776 0.153 -0.727
N -3.347173 3.399388 0.974914 1.398 -0.593 2.284 -0.082
O -4.455873 3.452787 -1.084771 0.014 -0.631 -1.952 -0.731
N -3.296686 1.139897 1.265205 0.580 2.272 1.267 0.357
O 1.668934 -2.165824 1.980232 1.735 -2.324 2.022 -0.439
H -3.294523 3.221657 -0.014557 -0.253 0.401 0.322 -0.012
N -0.733164 -3.681290 1.926289 0.167 -0.073 -0.078 -0.055
N 3.442063 1.454724 -0.910737 0.945 0.453 0.113 -0.094
H -1.512950 3.632573 4.907468 -0.164 -0.164 0.027 0.377
H 3.973943 -4.554381 -1.391293 0.031 -0.072 0.052 0.471
H -3.278858 -0.002881 -0.351319 -0.496 -2.096 -1.001 -0.133
H -2.826569 1.546462 -3.145154 -0.721 -0.268 -0.184 0.183
H 4.271601 -1.442781 -1.665903 0.135 -0.162 0.150 0.438
H -1.125396 5.171643 6.996681 -0.573 -0.062 -0.268 0.310
C -4.661788 -1.549699 0.065071 -0.282 0.634 0.384 0.446
H 2.513997 1.844516 -0.968187 -0.024 0.074 -0.011 -0.010
H 5.003970 -5.535403 -3.793921 -0.225 0.013 0.100 0.305
H 2.236655 -0.433479 4.562394 0.039 -0.028 0.056 0.207
H 5.921514 -4.865265 -2.422703 0.071 -0.064 -0.018 0.330
N 0.828697 -2.323884 -3.881533 -0.373 1.437 -0.036 -0.263
C -4.235366 2.624491 -1.975317 -1.373 -0.285 -1.726 0.649
C 0.199776 3.441520 -1.536087 -0.220 -1.173 -0.282 0.467
H 3.058117 -1.013979 -0.526348 -0.195 -0.476 0.151 -0.056
H 1.427628 4.997184 -2.033144 -0.014 0.552 0.060 0.158
C 3.594738 -1.878072 -0.919184 0.955 0.141 -0.933 -1.073
H 1.350856 -0.165871 -0.192199 0.037 0.630 0.050 -1.092
N -3.102533 -1.236804 -3.073375 -1.373 0.129 -0.366 -0.094
H 2.101269 -2.308613 -2.334690 0.898 -1.089 0.518 -1.167
C 0.070308 2.302802 4.405941 0.071 0.725 -0.058 0.254
H -2.786663 -0.781899 -6.137679 0.554 -0.590 -0.318 0.237
H -0.908955 0.050386 -1.241199 -0.455 0.059 0.008 -0.791
H 1.542262 -2.712835 0.017537 0.016 -0.260 -0.054 -0.671
C -0.474578 -1.044162 0.281172 -1.231 1.147 1.139 -0.280
H -4.960326 0.329381 -0.539509 0.156 -0.080 0.083 0.325
H 0.493738 0.770082 1.112677 -0.392 0.102 -0.367 -0.752
H -1.132817 -1.347480 1.100502 0.599 0.085 0.257 -0.373
H -0.156174 -1.974103 -0.198323 -0.283 0.317 -0.511 0.244
C -1.897779 -3.306038 2.503093 -0.883 -0.909 0.521 0.368
O 0.567910 -0.338298 -2.720881 -0.135 -0.388 -0.224 -0.571
H 4.084066 -1.953102 4.103666 -0.095 0.071 0.225 0.188
O 3.798731 1.761986 -3.122251 0.698 0.276 0.439 -0.770
H -1.110943 5.968231 5.313026 -0.646 -0.539 0.002 0.310
N 2.431562 -0.692400 -3.967302 -0.665 1.081 0.279 -0.094
C 2.700602 -2.887354 -1.628464 -0.616 0.479 1.247 2.793
N 5.506108 0.975668 -1.811824 0.413 0.378 -0.327 -0.462
N -5.247877 2.107066 -2.734090 -0.480 0.004 -0.029 -0.310
H -5.095759 1.472211 -3.503175 0.278 -0.268 0.131 0.179
C 0.728299 -0.208426 0.704905 -0.108 -0.205 -0.557 4.080
H 1.101239 3.770445 3.277408 -0.134 0.175 -0.208 0.545
O 4.461304 -3.607870 -3.154887 -0.211 0.052 0.193 -0.286
C 1.214466 -1.054341 -3.484827 0.236 -0.396 -0.764 -0.421
N 1.730083 -3.443661 -0.659711 -0.111 -0.157 -0.393 -0.398
H 0.061099 5.305537 -0.905667 0.441 0.497 -0.203 0.297
H 5.768665 0.568122 -0.934254 -0.133 -0.044 0.119 0.208
H -1.834820 -1.950529 -5.205330 0.239 0.044 0.055 0.163
H -0.895858 -1.759074 3.371468 -0.165 0.421 0.461 0.203
C 5.421571 -4.618102 -3.364357 0.222 0.131 -0.226 -0.818
C -0.561436 5.469250 6.112816 1.286 0.751 0.317 -0.760
C 0.335740 3.018558 3.072523 0.965 -0.033 0.767 -0.926
O -1.421413 -0.238267 -0.466460 1.402 -0.719 -1.029 2.418
C 3.470834 -4.046280 -2.225981 0.459 0.209 -0.365 -1.139
H -2.198728 2.428231 -1.833574 -0.266 0.091 -0.179 0.002
H 1.287322 -0.801001 1.435411 -0.640 1.455 -1.077 -2.454
C -3.193442 2.378826 1.857819 -0.625 -0.069 -0.257 0.306
H -2.610372 -1.948893 3.823215 0.149 0.299 0.067 0.224
H 0.095398 -3.097626 1.982579 -0.114 -0.394 -0.013 0.120
H -1.134794 0.683240 4.937456 0.712 0.110 0.350 0.307
H -0.544824 3.504165 2.657361 -0.139 -0.211 -0.011 0.259
H 1.694698 2.922579 -2.877063 0.092 -0.449 -0.283 0.238
O -0.790207 3.002435 -0.934385 0.755 0.978 -0.049 -0.535
N -4.223406 -0.363314 -0.484993 -1.596 -0.081 -1.488 0.134
H 0.904914 -0.403328 3.461999 -0.068 0.389 0.296 0.038
N 0.669523 4.715101 -1.447504 -0.823 -0.868 0.536 -0.454
```
Positions in Å, forces in eV/Å.

For the LUMO energy, the calculation gives -0.2 eV. Its calculated total energy is -75119.910 eV. The HOMO energy comes out at -0.308 hartree. The calculation puts the energy relative to the best compared isomer or geometry (same formula, charge and spin) at 57.99 kcal per mole. The calculation puts the frontier orbital gap at 8.17 eV. The net charge is 0.